21
Properties=species:S:1:pos:R:3:forces:R:3:mulliken_charge:R:1 method="wB97M-V/def2-TZVPD" charge=0 smiles=CNCCN(C)C e_homo_ha=-0.29241 lumo_ev=1.10 orbital_gap_ev=9.057 multiplicity=1
H 0.1527 2.6885 1.4775 0.38 0.39 -0.90 0.29
H -2.0191 0.1901 -2.7140 0.06 -0.12 0.13 0.26
C -0.8641 -1.0802 -0.0812 -0.50 0.27 -1.20 -0.79
H 0.1577 -0.0485 -1.4397 -0.31 0.39 -0.88 0.23
H -1.3793 0.7358 0.9500 0.33 0.58 -0.74 0.45
H -1.9531 -1.1770 0.0718 0.35 -0.61 -0.21 0.40
H 2.2814 -0.2863 1.6318 -0.10 -0.06 0.17 0.41
N -0.5591 -0.7549 -1.4765 0.02 -0.87 1.57 -0.16
H -2.3690 -1.4773 -2.4460 0.61 -0.46 0.32 0.34
C -1.5266 -0.7889 -2.5357 0.65 1.59 -1.07 -0.89
H 1.9269 2.0316 1.5512 -0.04 1.30 0.55 0.40
H 1.7190 -1.1005 0.1740 -0.39 0.53 0.11 0.35
C -0.5227 0.0660 0.8451 0.49 -0.47 1.20 -0.64
N 0.7560 0.7709 0.5977 -2.93 0.46 0.21 -0.13
H -0.3298 -2.0167 0.1458 -0.39 0.23 0.49 0.23
H -0.9155 -0.9671 -3.4437 -0.88 -0.29 0.07 0.30
H 2.6940 0.3375 0.0314 -0.05 -0.03 0.23 0.30
H -0.5383 -0.3737 1.8607 0.42 -0.09 0.16 0.35
C 1.8808 -0.1066 0.6249 1.37 -0.48 -0.18 -1.07
C 0.8559 1.8729 1.5944 0.34 -2.10 -0.20 -0.96
H 0.5522 1.4844 2.5805 0.55 -0.17 0.17 0.32

19
Properties=species:S:1:pos:R:3:forces:R:3:mulliken_charge:R:1 method="wB97M-V/def2-TZVPD" charge=+1 e_homo_ha=-0.51011 lumo_ev=-2.87 orbital_gap_ev=11.010 multiplicity=1
C -1.8723 -0.6437 1.8024 -0.37 -0.37 0.32 -0.38
H 1.9487 -1.2998 -0.1482 -0.07 -0.11 -0.01 0.20
H -1.7254 -2.2977 0.6965 0.25 0.09 0.00 0.24
H -1.9612 0.1508 1.0610 0.00 0.05 -0.07 0.29
C 1.7596 2.1978 -2.1078 0.19 -0.08 -0.13 -0.73
H 0.2422 -1.2520 0.3924 -0.10 0.09 -0.18 0.44
H -0.0323 0.7630 -0.8553 -0.09 -0.05 0.05 0.17
H -0.8098 -2.3335 2.0192 0.16 -0.39 0.39 0.27
H -1.4039 -0.2508 2.7024 0.32 0.06 -0.06 0.31
H -3.7776 -0.4822 1.8588 -0.61 0.06 0.09 0.33
N -1.0792 -1.7371 1.2579 -0.39 0.17 -0.24 -0.67
H 2.8120 0.4787 -1.4749 0.20 -0.16 -0.11 0.24
O -3.1538 -1.1431 2.1524 0.43 0.25 -0.26 -0.49
H 2.1403 2.1867 -3.1259 -0.05 -0.02 -0.03 0.28
N 1.0386 -0.8621 -0.2042 0.41 0.19 0.02 -0.24
N 1.8815 0.8572 -1.5302 -0.13 0.24 0.26 -0.20
H 2.3464 2.9034 -1.5229 -0.09 0.05 0.02 0.31
C 0.9299 0.2660 -0.8477 -0.03 -0.06 -0.12 0.34
H 0.7165 2.4985 -2.1259 -0.03 0.00 0.05 0.31

32
Properties=species:S:1:pos:R:3:forces:R:3:mulliken_spin:R:1 method="wB97M-V/def2-TZVPD" charge=+4 e_homo_ha="-0.74754 / -0.77604" lumo_ev="-14.18 / -16.22" orbital_gap_ev="6.163 / 4.900" multiplicity=3
H -0.6265 2.6734 2.2115 0.02 0.10 0.19 0.01
N 1.1345 1.6028 2.6765 -1.41 -1.50 -0.51 0.21
C 1.2388 1.0329 1.3027 0.91 -0.12 1.22 0.00
H 0.8724 1.7440 0.5330 0.13 -0.01 0.51 0.01
H -2.1097 -0.6382 1.8707 -0.10 0.04 -0.01 0.00
H -1.3123 -0.9794 4.1933 -0.01 0.09 0.06 0.00
C 1.6060 0.6507 3.7205 1.42 0.70 1.37 -0.01
Cl -0.6328 1.1430 -6.6220 0.00 -0.27 -0.71 0.20
C -0.6721 -0.0978 4.1232 -0.89 0.12 1.38 -0.01
O -1.6494 -3.1667 0.2047 1.51 4.56 -2.22 0.00
H 2.6148 0.3105 3.4806 -0.03 0.09 0.09 0.00
Au -0.5889 0.3642 -8.7367 -0.16 1.14 1.66 0.46
C -1.3191 -2.1627 -0.2749 -2.62 -7.81 3.25 0.00
H 2.2954 0.8272 1.0846 -0.16 0.09 -0.09 0.00
H 1.6129 1.1971 4.6817 0.07 -0.27 -0.46 0.00
La -0.5487 -0.1192 -1.1504 1.15 2.56 -4.36 0.00
C 0.8258 -1.4689 2.7614 0.67 -0.76 1.59 0.01
C -0.8294 0.3945 -10.7193 -1.62 1.90 -6.23 0.17
H -1.7435 0.8599 0.9774 -0.02 0.09 0.80 0.00
N -1.1955 0.8306 3.0745 1.16 -0.19 -0.60 0.10
C -0.2662 1.9837 2.9772 0.09 0.12 1.04 -0.01
C -1.3711 0.1597 1.7581 0.50 -0.25 1.51 0.00
H 1.8685 -1.8040 2.6230 -0.29 0.01 0.01 0.01
N 0.7306 -0.5482 3.8973 -1.14 1.98 -2.72 0.61
H 0.1755 -2.3482 2.9181 0.22 0.22 -0.08 0.01
Cl 1.3068 -1.4533 -2.2486 -0.71 0.45 0.51 0.00
H -0.6905 0.4483 5.0881 -0.06 -0.32 -0.53 0.00
O -0.9472 0.2571 -11.8546 0.53 0.32 4.16 0.00
P 0.3001 -0.5638 1.3186 -0.26 -0.01 -0.92 0.06
O 0.2443 -2.2980 -10.1610 -1.49 4.58 1.76 -0.02
H -0.2478 2.4589 3.9806 -0.17 0.01 -0.71 0.00
C -0.0755 -1.2902 -9.6899 2.75 -7.68 -0.94 0.19

66
Properties=species:S:1:pos:R:3:forces:R:3:mulliken_spin:R:1 method="wB97M-V/def2-TZVPD" charge=+1 e_homo_ha="-0.38791 / -0.38688" lumo_ev="-2.80 / -4.89" orbital_gap_ev="7.759 / 5.640" multiplicity=2
F -2.7131 0.2043 1.2035 0.00 -0.04 -0.03 0.02
C 1.4037 -6.7643 0.9489 0.04 -0.12 -0.01 0.00
H 1.4233 -1.3686 -2.1049 -0.03 0.00 0.01 0.00
C 2.2006 -0.5314 1.6024 0.00 0.03 -0.02 0.01
H 0.6157 -3.3299 -1.3027 0.08 0.05 0.02 0.00
N 3.7560 -10.1794 -1.5221 0.01 -0.01 0.00 0.00
C 2.5768 1.8320 -1.3296 -0.01 0.04 0.03 0.00
C -3.0935 3.2281 -2.3381 0.05 -0.02 0.03 0.00
C -0.4061 -2.9832 1.7119 -0.12 -0.02 -0.15 -0.01
N -0.1116 0.2079 2.0774 0.29 0.00 0.09 0.53
N 2.0978 -0.1216 0.2024 0.13 -0.03 0.04 0.00
C 1.2682 -5.7050 0.0659 -0.15 0.23 0.08 0.00
H 2.7270 2.9112 -1.2869 -0.01 0.00 0.00 0.00
H -4.0285 2.4045 4.8511 0.00 0.00 0.00 0.01
H 3.9887 -0.6212 -0.6039 0.03 -0.04 0.04 0.00
H 3.4305 1.4096 -1.8566 0.01 0.02 0.00 0.00
C 0.3750 -3.4103 -0.2586 -0.21 -0.04 -0.06 0.00
C -2.2894 0.5781 -2.1205 0.06 -0.02 -0.02 0.00
C -1.0558 0.7865 2.8231 0.00 0.04 0.00 0.05
H -3.8927 0.1267 -3.4499 0.01 0.00 -0.02 0.00
C 2.5493 -8.0179 -0.7515 0.13 -0.23 -0.10 0.00
F -1.6715 2.5706 5.9535 -0.01 0.01 0.01 -0.01
H 2.7340 -0.3762 -2.7040 -0.01 -0.02 -0.01 0.00
H 1.6708 -4.9801 -1.9278 0.01 -0.01 0.00 0.00
C -3.4358 1.3500 3.0726 0.00 0.00 -0.01 -0.09
C -0.8714 1.4357 4.0893 -0.01 0.01 -0.06 0.18
H -1.4370 3.5470 -0.9668 0.01 -0.02 0.01 0.00
C 0.1122 -4.2341 1.7572 -0.04 -0.02 -0.03 0.00
H -3.3764 4.2679 -2.3973 -0.02 -0.01 0.00 0.00
C 3.2214 -9.2232 -1.1794 -0.12 0.20 0.07 0.00
C 1.7675 -5.7953 -1.2259 0.06 -0.06 -0.06 0.00
C 1.2733 0.2277 2.5336 -0.09 -0.02 0.07 -0.06
H 1.9712 -1.5966 1.6634 0.00 -0.01 0.00 0.01
O -0.5660 1.3190 -0.7182 -0.16 0.28 0.15 0.00
H 3.4042 1.4821 0.6248 0.00 -0.01 -0.01 0.00
N -1.6671 1.5727 -1.4611 0.16 -0.08 -0.06 0.00
C -2.4097 0.7812 2.3576 -0.04 0.02 0.06 0.14
S -1.7075 -1.0362 -1.9421 0.06 -0.01 0.29 0.00
H 2.9889 -1.9704 -0.1134 -0.03 -0.01 -0.01 0.00
H 2.7971 -7.0305 -2.6389 0.00 0.00 0.00 0.00
C -2.0369 2.8657 -1.5504 -0.10 0.08 -0.08 0.00
N -0.2394 -2.4794 0.4389 0.46 -0.08 0.22 0.01
C -3.2150 1.9614 4.2939 -0.02 0.01 0.02 0.24
C 2.4582 1.3060 0.0886 -0.05 -0.05 -0.07 0.00
H 1.0136 -6.7117 1.9539 0.00 -0.01 0.00 0.00
Pd -0.3759 -0.5518 -0.1236 -0.53 -0.11 -0.51 0.00
C 2.5018 -1.2158 -2.0555 0.01 -0.01 0.01 0.00
H -0.9104 -2.4309 2.4837 0.04 0.05 0.01 0.00
C -3.7781 2.2320 -3.0420 -0.01 -0.03 0.01 0.00
H 1.6668 1.6375 -1.8952 0.01 -0.02 -0.01 0.00
H 3.2243 -0.3958 1.9845 0.01 -0.02 0.00 0.00
F -4.6670 1.3047 2.5680 -0.01 0.00 0.00 -0.01
H 1.6013 1.2627 2.6526 0.02 -0.01 0.00 0.02
C -1.9204 1.9903 4.7833 0.00 -0.01 -0.01 -0.09
C -3.3785 0.9231 -2.9320 0.00 0.05 0.01 0.00
F 0.3363 1.5317 4.6401 0.03 -0.03 -0.01 0.02
H 1.3578 -0.2314 3.5220 -0.03 0.02 0.03 0.03
C 2.0459 -7.9215 0.5395 -0.05 0.06 0.07 0.00
N 0.6075 -4.5026 0.4962 0.13 -0.22 -0.01 0.00
H 1.6805 1.8773 0.5966 0.01 0.02 0.00 0.00
C 2.4069 -6.9527 -1.6338 -0.04 0.08 0.00 0.00
H 3.0028 -2.0949 -2.4668 0.01 0.01 0.00 0.00
H 0.1493 -4.9394 2.5648 0.02 0.00 0.00 0.00
C 2.9586 -1.0018 -0.6170 -0.01 0.08 0.00 0.00
H 2.1539 -8.7513 1.2237 0.00 0.00 0.00 0.00
H -4.6260 2.4879 -3.6621 0.01 0.00 -0.01 0.00